Record 1
{
  "formula": "C5H8ClN",
  "method": "wB97M-V/def2-TZVPD",
  "smiles": "Cl[C@@H]1C[C@@H]2N[C@@H]2C1",
  "homo_lumo_gap_ev": 10.88,
  "e_tot_ha": -710.1914,
  "relative_energy_kj_mol": 160.1,
  "multiplicity": 1,
  "elements": ["Cl", "C", "C", "C", "N", "C", "C", "H", "H", "H", "H", "H", "H", "H", "H"],
  "xyz": [[-2.907, -0.038, 0.284], [-1.211, 0.059, -0.337], [-0.339, -1.175, 0.039], [1.089, -0.745, -0.201], [1.782, -0.070, 0.808], [1.087, 0.728, -0.201], [-0.392, 1.220, 0.015], [-1.289, -0.115, -1.462], [-0.564, -1.937, -0.697], [-0.663, -1.601, 1.078], [1.558, -1.468, -0.944], [1.113, -0.068, 1.680], [1.803, 1.417, -0.595], [-0.346, 1.628, 1.085], [-0.721, 2.166, -0.552]],
  "forces_ev_per_angstrom": [[0.6, 0.2, -0.1], [-0.3, -2.6, -1.2], [-1.8, -0.9, 1.3], [-0.6, -2.3, -2.6], [-1.9, 0.6, 4.2], [-0.6, 1.2, -0.6], [1.6, 3.6, 1.1], [-0.1, 1.1, 1.4], [-0.2, -0.4, 0.2], [1.1, 0.8, -1.6], [0.2, 1.3, 1.2], [2.0, -0.2, -1.6], [0.0, 0.1, -1.1], [-0.9, -1.1, -1.0], [0.9, -1.4, 0.4]],
  "mulliken_charge": [-0.210, 0.220, -0.931, 0.095, -0.616, -0.406, -0.784, 0.281, 0.352, 0.326, 0.280, 0.326, 0.478, 0.255, 0.334]
}

***

Record 2
{
  "formula": "C5H8ClN",
  "method": "wB97M-V/def2-TZVPD",
  "smiles": "C=C[C@@H](Cl)[C@H]1CN1",
  "homo_lumo_gap_ev": 10.32,
  "e_tot_ha": -710.1888,
  "relative_energy_kj_mol": 166.8,
  "multiplicity": 1,
  "elements": ["C", "C", "C", "Cl", "C", "C", "N", "H", "H", "H", "H", "H", "H", "H", "H"],
  "xyz": [[1.030, 2.070, -0.004], [0.929, 0.801, 0.421], [0.801, -0.359, -0.555], [1.901, -1.689, 0.052], [-0.585, -0.909, -0.619], [-1.380, -1.315, 0.599], [-1.785, -0.205, -0.253], [1.014, 2.395, -1.041], [1.190, 2.897, 0.658], [0.962, 0.661, 1.477], [1.209, -0.006, -1.498], [-0.730, -1.714, -1.367], [-1.020, -1.203, 1.647], [-2.000, -2.131, 0.408], [-1.536, 0.706, 0.075]],
  "forces_ev_per_angstrom": [[0.1, -0.7, -0.2], [0.2, 1.4, -1.4], [0.3, 0.7, 1.6], [-0.1, 0.3, -0.4], [-0.5, -2.5, -0.1], [1.4, 1.5, 0.6], [-0.4, 0.2, -0.7], [0.0, -0.5, -0.1], [-0.1, 0.1, 0.6], [0.0, -0.6, 0.6], [-0.2, -0.4, -0.2], [0.3, 1.0, -0.1], [-0.2, 0.2, -1.1], [-0.8, -1.4, 0.2], [0.1, 0.5, 0.6]],
  "mulliken_charge": [-0.745, -0.492, 0.156, -0.211, -0.081, -0.431, -0.665, 0.255, 0.279, 0.326, 0.423, 0.369, 0.211, 0.290, 0.316]
}

***

Record 3
{
  "formula": "C5H8ClN2",
  "method": "wB97M-V/def2-TZVPD",
  "smiles": "CN1C=CC[NH+]=C1Cl",
  "homo_lumo_gap_ev": [8.23, 8.23],
  "e_tot_ha": -764.6575,
  "total_charge": 1,
  "relative_energy_kj_mol": 318.7,
  "multiplicity": 1,
  "elements": ["C", "N", "C", "C", "C", "N", "C", "Cl", "H", "H", "H", "H", "H", "H", "H", "H"],
  "xyz": [[-0.707, 2.233, -0.165], [-0.243, 0.846, -0.433], [0.868, 0.374, 0.325], [1.180, -0.942, 0.321], [0.249, -1.956, -0.265], [-1.142, -1.584, -0.227], [-1.525, -0.394, -0.024], [-3.197, 0.010, 0.157], [-1.777, 2.377, -0.560], [-0.700, 2.617, 0.841], [-0.011, 2.850, -0.682], [1.528, 1.059, 0.619], [2.150, -1.430, 0.570], [0.590, -2.149, -1.290], [0.281, -2.828, 0.315], [-1.887, -2.297, -0.060]],
  "forces_ev_per_angstrom": [[-1.9, -0.6, -0.5], [-3.8, -2.6, 2.2], [-1.3, -4.2, -2.0], [0.1, 0.6, -0.1], [1.2, 0.7, -0.8], [-1.9, -0.2, 1.1], [1.2, 4.2, -2.0], [1.8, -0.2, 0.0], [1.9, -0.2, 0.3], [0.0, -0.5, 0.8], [0.4, 0.5, -0.9], [2.4, 2.9, 1.4], [-0.8, 1.1, 0.4], [-0.5, -0.2, 0.0], [0.4, -1.6, 0.5], [1.0, 0.3, -0.4]],
  "mulliken_charge": [-0.897, -0.125, -0.351, -0.372, -0.515, -0.043, 0.424, -0.049, 0.324, 0.361, 0.379, 0.505, 0.355, 0.292, 0.404, 0.309]
}

***

Record 4
{
  "formula": "C5H8ClN2",
  "method": "wB97M-V/def2-TZVPD",
  "homo_lumo_gap_ev": 8.84,
  "e_tot_ha": -764.6301,
  "total_charge": 1,
  "relative_energy_kj_mol": 390.5,
  "multiplicity": 1,
  "elements": ["C", "C", "C", "C", "C", "N", "N", "Cl", "H", "H", "H", "H", "H", "H", "H", "H"],
  "xyz": [[1.231, 1.147, -1.565], [-3.480, -1.516, 1.058], [2.079, 0.583, -0.754], [-1.257, -0.986, 0.112], [3.041, 0.165, -0.013], [-2.282, -1.514, 0.770], [-0.750, 0.209, 0.403], [-0.590, -2.037, -1.113], [0.997, 2.106, -1.564], [0.817, 0.487, -2.325], [-4.252, -0.660, 0.741], [-3.739, -2.341, 1.729], [0.132, 0.701, 0.040], [4.006, 0.216, -0.297], [2.959, -0.254, 0.931], [-0.955, 0.756, 1.244]],
  "forces_ev_per_angstrom": [[0.9, -4.8, -0.6], [-2.5, 1.5, 0.3], [0.4, 1.0, -0.2], [-0.6, 0.6, 0.2], [-2.0, -0.1, 0.2], [3.0, 0.2, -1.1], [1.2, 0.5, 0.5], [-0.4, 1.3, 0.8], [-1.0, 4.4, 0.1], [-0.2, 0.3, -0.1], [1.6, -2.1, 0.3], [-0.7, 0.5, 0.0], [-0.9, -1.9, -0.6], [3.1, 0.3, -1.4], [-0.7, -0.8, 1.8], [-1.1, -0.9, -0.2]],
  "mulliken_charge": [-0.732, -0.186, 0.468, 0.632, -0.866, -0.198, -0.255, -0.021, 0.414, 0.302, 0.260, 0.300, 0.004, 0.321, 0.273, 0.283]
}